[1]
This record from OMol25 describes a 5-piece molecular cluster, C35H76BClIN4O11P2 overall. The level of theory is wB97M-V/def2-TZVPD.

```
131
Properties=species:S:1:pos:R:3:forces:R:3:lowdin_charge:R:1
C 6.8980 1.4754 2.5242 -2.6131 -0.4687 2.2372 0.0950
C 5.8164 1.4796 3.5723 3.9141 0.8352 -3.6194 -0.0688
N 4.8384 0.3321 3.5640 -2.6458 2.4475 -0.2790 -0.0633
O 5.3101 -0.9341 3.7900 -0.4097 0.2188 0.8363 -0.1065
C 5.7214 -1.0160 5.2177 1.0511 -0.0730 1.9835 -0.1843
C 5.3410 -2.4404 5.9395 -0.3234 0.0636 0.2687 -0.0881
C 3.4720 0.5135 3.3105 0.6308 0.0448 0.5867 -0.0750
N 2.8209 1.8262 3.0002 0.5096 -3.7317 1.2331 -0.0324
C 2.7886 2.8319 4.0794 2.1064 1.6996 1.5596 -0.1604
C 3.7219 4.1353 3.5960 2.1084 -0.2935 -6.6434 -0.6606
O 4.1766 4.2090 2.3423 -2.9495 -0.4854 8.2542 -0.1311
I 4.2809 5.7576 5.0242 -0.6104 -1.4680 -1.0070 0.7688
C 1.5693 1.6424 2.1958 0.1161 -0.1694 -1.9928 -0.3879
C 1.3314 3.0620 1.3617 -0.6585 0.8313 -0.3471 -0.1485
C 0.0637 3.0290 0.3238 -1.0299 0.7087 -0.6603 -0.1900
C -0.7794 4.4734 0.3226 -0.4140 0.0531 -0.1929 -0.1805
C -2.3784 4.2904 0.6459 -0.7127 0.6704 0.0336 -0.1865
C -3.2876 3.7830 -0.6227 0.4005 1.2820 -0.3745 -0.2032
O -4.7121 3.5723 -0.2208 2.4197 -1.7578 -0.0570 -0.2192
C -4.8634 2.2982 0.5070 -1.0272 -0.1413 1.5134 -0.2622
C -6.1094 1.3571 -0.0532 0.6647 -0.4116 0.4621 -0.1004
P -0.0462 1.4327 3.2626 -2.9355 5.7258 0.9616 0.8626
O -0.8881 2.8064 3.3590 2.9404 -4.1350 -0.4757 -0.4921
C 1.7235 0.3269 1.1642 -1.6075 0.6210 -1.3571 -0.1552
C 2.6324 0.6580 -0.1577 0.4992 0.9358 -0.7765 -0.1694
C 4.1213 1.2707 0.1015 0.9324 0.1292 -0.9478 -0.1175
C 2.0484 -1.0768 1.9407 0.8597 0.1068 -1.3809 -0.2573
C 3.2169 -2.0149 1.1903 0.3328 -1.3027 1.3112 -0.0645
C 2.6553 -3.0079 0.0294 -2.8535 0.9253 -5.6350 -0.5311
O 1.9902 -2.7036 -1.0832 4.1735 -1.4027 7.6140 -0.0575
Cl 2.9930 -4.8590 0.2415 -0.2022 2.6233 0.0016 0.5985
B 0.7454 -2.1278 2.0502 -2.4630 -2.8524 0.4000 -0.4695
O -0.6250 -1.8389 1.5690 3.3550 -0.2194 -1.5646 0.0188
O 0.8761 -3.5241 2.6090 -0.5581 3.9164 -2.4918 -0.0896
C -0.1114 -4.4168 1.9574 -0.9396 -2.7901 0.2228 -0.2137
C 0.3060 -5.9764 2.3751 0.0351 0.5315 0.4613 -0.0828
N 2.6618 -0.7378 3.2632 -0.2562 1.5740 -0.1212 -0.1697
P 1.8665 -1.2417 4.7150 2.3920 0.9454 4.2665 0.7710
N 2.5249 -0.4009 5.9750 -0.3648 -2.0658 -1.3723 -0.2885
H 7.3113 2.4810 2.0489 -0.5736 -2.1866 1.9078 0.1132
H 7.3607 0.4657 2.1048 -1.6962 2.2365 0.5279 0.1057
H 5.8498 2.3710 4.3402 -1.0882 -1.9592 -1.7748 0.1410
H 6.9043 -0.8665 5.2161 -2.6255 -0.3028 0.1543 0.1474
H 5.1858 -0.1238 5.7921 1.1607 -2.0778 -1.2151 0.1297
H 4.2002 -2.7359 5.8108 2.4573 0.7446 0.0818 0.0500
H 5.9956 -3.3564 5.5921 -1.2577 2.0673 0.6099 0.0983
H 5.4983 -2.2738 7.1060 -0.1730 -0.3405 -2.5424 0.1098
H 3.2757 2.3819 5.0640 -1.0386 1.0263 -1.9947 0.1434
H 1.7727 3.3010 4.3929 1.3779 -1.1760 -0.9364 0.1398
H 1.1066 3.9486 2.1295 0.4362 -2.2263 -1.4721 0.1210
H 2.2681 3.4092 0.7502 -1.5648 -1.1047 1.4494 0.1174
H -0.7479 2.2061 0.5632 1.7610 1.4735 -0.2938 0.1018
H 0.3863 2.8767 -0.8115 -0.3875 0.0499 2.5865 0.1153
H -0.6828 4.9913 -0.7451 -0.1727 -1.1482 2.2498 0.1198
H -0.3494 5.2423 1.1035 -0.7144 -1.6983 -1.4661 0.1133
H -2.6180 3.6049 1.5649 0.9046 1.2450 -1.6580 0.0969
H -2.7819 5.3767 0.9305 0.7535 -2.3847 -0.6245 0.1326
H -3.2693 4.6671 -1.4184 -0.2701 -1.9632 1.6015 0.1265
H -2.8521 2.8410 -1.1642 -0.8118 1.4913 1.1536 0.1259
H -3.8688 1.6687 0.5899 -1.8411 1.3586 -0.5120 0.1139
H -5.1508 2.5864 1.6270 0.7078 -0.5908 -2.2983 0.1276
H -6.7053 1.8397 -0.9372 1.3789 -0.9021 1.6849 0.0863
H -5.6431 0.3048 -0.3482 -1.2133 2.2551 0.3405 0.0769
H -6.8458 1.1603 0.8375 1.3618 0.4145 -1.7917 0.0735
H 0.3322 1.1865 4.6622 0.0869 -0.5881 -1.2838 0.0210
H -0.9602 0.4600 2.7330 1.0811 -0.2257 0.2931 0.0407
H 0.6162 0.2439 0.7180 2.3898 0.0296 1.0235 0.1425
H 2.7716 -0.2469 -0.9033 -0.6265 1.5122 1.9127 0.1184
H 2.0566 1.4762 -0.8116 1.1517 -1.8578 1.6338 0.1194
H 4.6986 1.2050 -0.9420 -1.2340 0.1319 2.2651 0.1073
H 4.1639 2.3986 0.4123 -0.3377 -2.2301 -0.4062 0.0694
H 4.7911 0.6814 0.8630 -1.3994 0.9641 -1.3502 0.0448
H 3.5951 -2.7222 2.0777 -0.9317 1.4183 -2.1251 0.1409
H 4.1649 -1.4041 0.8777 -2.0413 -1.0926 0.0808 0.1346
H -0.6513 -1.9495 0.5543 -0.1173 0.3692 2.1908 0.1524
H -0.0622 -4.3471 0.7794 -0.1564 0.1408 2.4144 0.1231
H -1.2154 -4.2530 2.3650 2.5344 -0.0311 -1.0268 0.1468
H -0.6633 -6.5799 2.6363 1.8645 1.1600 -0.7689 0.0771
H 0.9555 -5.9254 3.3532 -1.2162 -0.0605 -1.9106 0.0867
H 0.9400 -6.5098 1.5453 -1.3659 1.0831 1.6059 0.0568
H 0.4343 -0.9817 4.8090 0.9501 -0.5125 -1.2223 0.0327
H 2.1311 -2.6678 4.9288 -0.6795 1.0819 -0.9757 0.0533
H 2.9898 -1.0869 6.6430 -0.7885 1.2221 -1.1677 -0.0172
C -4.0968 -6.1522 -0.3732 0.0263 0.2873 -0.1559 -0.0548
C -2.9693 -6.7797 0.4308 -0.4827 -0.3232 -0.1273 -0.5104
C -3.0203 -8.2978 0.3655 0.2440 -0.1986 -0.0648 -0.0584
O -3.0689 -6.3619 1.7898 -0.0260 0.2084 0.4576 -0.0799
H -5.0739 -6.4550 0.0197 0.0946 -0.1117 -0.0645 0.0838
H -4.0548 -5.0597 -0.3069 0.0510 -0.1229 -0.0463 0.0788
H -4.0389 -6.4417 -1.4269 -0.0534 0.0177 0.1107 0.0750
H -2.0047 -6.4271 0.0495 -0.1472 -0.0521 0.2415 0.1094
H -3.9593 -8.6767 0.7845 -0.0271 0.1223 -0.0909 0.0831
H -2.2105 -8.7360 0.9586 -0.0430 0.0918 -0.1497 0.0818
H -2.9301 -8.6519 -0.6661 0.0119 0.0346 0.1643 0.0781
H -3.9223 -6.6706 2.1367 0.3637 0.1141 -0.1663 0.0962
C -0.4345 -7.4190 -4.1424 -0.2094 -0.2198 -0.2032 -0.0583
C -0.9532 -6.5917 -2.9769 0.6677 0.0305 -0.2228 -0.4945
C -0.2688 -5.2356 -2.9119 -0.1228 0.2729 0.0625 -0.0603
O -0.7235 -7.2955 -1.7590 0.0649 -0.1040 0.2753 -0.0715
H 0.6398 -7.6091 -4.0405 -0.0501 0.1631 0.0036 0.0834
H -0.9271 -8.3969 -4.1693 0.0049 0.1894 -0.0091 0.0842
H -0.6107 -6.9116 -5.0959 0.0578 -0.0811 0.0867 0.0840
H -2.0354 -6.4535 -3.0764 0.1113 -0.1289 0.2070 0.1346
H 0.8114 -5.3484 -2.7665 -0.0664 -0.0579 -0.1202 0.0783
H -0.6430 -4.6561 -2.0612 -0.0380 -0.0492 -0.1126 0.0675
H -0.4399 -4.6627 -3.8285 0.0608 -0.0304 0.1123 0.0854
H 0.2349 -7.4228 -1.6623 -0.3974 0.0367 -0.1138 0.0981
C -3.5434 7.3008 -5.8176 0.0265 -0.1427 -0.3546 -0.0572
C -3.7698 6.4972 -4.5470 0.0136 0.6628 -0.0378 -0.5042
C -4.4596 7.3312 -3.4793 -0.2081 -0.1146 0.2422 -0.0610
O -2.5160 6.0367 -4.0498 0.3662 -0.2066 0.2429 -0.0789
H -2.8997 8.1663 -5.6245 -0.1410 0.0275 0.1264 0.0839
H -3.0352 6.6916 -6.5728 -0.2162 0.0127 0.1394 0.0620
H -4.4910 7.6563 -6.2340 0.1292 -0.0057 0.0284 0.0861
H -4.3770 5.6138 -4.7734 0.2925 0.0332 0.0561 0.1338
H -3.8483 8.1978 -3.2032 -0.0403 0.0008 -0.1597 0.0821
H -4.6049 6.7437 -2.5663 -0.0560 0.0249 -0.1499 0.0712
H -5.4347 7.6876 -3.8254 0.1137 -0.0060 0.0716 0.0840
H -1.9703 6.8143 -3.8461 -0.2985 -0.2855 -0.1172 0.0933
C -1.7627 2.4104 -7.7643 -0.1018 -0.1573 -0.3511 -0.0677
C -1.9847 3.8690 -7.3972 0.2590 -0.4117 0.5216 -0.4987
C -0.8317 4.4138 -6.5694 0.1970 0.3700 -0.0550 -0.0662
O -3.1965 3.9905 -6.6567 -0.2675 -0.0019 0.0335 -0.0641
H -1.6929 1.7865 -6.8661 0.1034 0.1320 0.0049 0.0793
H -2.6061 2.0283 -8.3493 0.1416 0.1067 0.0298 0.0812
H -0.8458 2.2855 -8.3485 -0.0846 -0.0346 0.0717 0.0800
H -2.0969 4.4652 -8.3093 -0.1932 -0.0333 0.1844 0.1418
H -0.7289 3.8609 -5.6289 -0.0329 -0.0443 -0.1195 0.0823
H -1.0109 5.4608 -6.3021 0.0276 -0.2014 -0.0621 0.0628
H 0.1132 4.3491 -7.1178 -0.0633 -0.0220 0.0523 0.0799
H -3.1059 3.4643 -5.8450 0.0356 0.2707 -0.3342 0.0956
```
Forces are in eV/Å.

Calculated values
Charge: +1
HOMO-LUMO gap: 0.236 hartree
F_max: 8.795 eV/A
Calculated total energy: -3890.47814 Ha

---

[2]
This record from OMol25 describes a 10-piece molecular cluster, C33H46O30 overall. The level of theory is wB97M-V/def2-TZVPD.

```
109
Properties=species:S:1:pos:R:3:forces:R:3:lowdin_spin:R:1
C 0.0761 1.4160 0.9573 -0.1653 1.1546 1.3054 0.0000
C 0.0634 0.0444 1.4199 0.4278 -1.8258 1.6502 0.0000
O 0.8491 -0.5833 0.4004 -0.0231 -1.0857 -1.4721 0.0000
C 0.6399 0.0872 -0.7654 2.1749 -1.7060 -1.9385 0.0000
O 1.0114 -0.2984 -1.9133 -1.8523 1.5890 4.3859 0.0000
O 0.0994 1.2509 -0.4283 -0.6741 1.1599 -2.7674 0.0000
H 0.9958 1.8969 1.2906 -0.0580 0.4017 -0.1522 0.0000
H -0.8127 1.9260 1.3287 0.0926 0.3690 -0.4651 0.0000
H -0.9142 -0.4235 1.5360 -0.0727 -0.0718 -0.4258 0.0000
H 0.5824 -0.1020 2.3672 -0.0386 0.0710 -0.0791 0.0000
C 1.7706 7.3503 3.0112 2.7897 1.9458 -1.0637 0.0000
C 3.0680 6.5066 2.9143 0.3859 1.5356 0.4531 0.0000
O 2.6174 5.1888 3.1740 -0.6622 -0.7733 -0.8908 0.0000
C 1.2956 5.1484 2.9094 -1.3031 -0.5076 1.8718 0.0001
O 0.5439 4.1912 2.8757 1.6863 1.3157 -0.5574 0.0005
O 0.8085 6.4242 2.9314 -2.8650 -2.8896 -0.3179 0.0000
H 1.7034 7.9230 2.0862 0.1252 0.6360 0.2319 0.0000
H 1.6849 8.0184 3.8682 -0.0671 -0.3022 0.1501 0.0000
H 3.8246 6.8184 3.6343 -0.1188 -0.3833 0.0864 0.0000
H 3.4974 6.6299 1.9200 0.0076 -0.5397 -0.0441 0.0000
C -3.7063 -1.4356 -2.5588 -0.6764 -2.2026 -1.0325 0.0000
C -2.7918 -0.6418 -1.7175 2.1797 -3.4661 1.8453 0.0000
O -3.2080 0.5996 -1.8609 0.0441 4.2876 1.5035 0.0000
C -4.0341 0.7139 -2.8399 -3.2733 4.1164 -3.1505 0.0000
O -4.5179 1.7929 -3.2089 1.3177 -2.9102 0.8914 0.0000
O -4.3049 -0.4758 -3.3952 -0.0626 0.5338 -0.3744 0.0000
H -4.5145 -1.9661 -2.0554 0.0628 0.0758 0.4248 0.0000
H -3.1696 -2.1760 -3.1520 -0.0525 0.0597 -0.2237 0.0000
H -1.7569 -0.6951 -2.0554 0.2091 -0.3422 0.0898 0.0000
H -2.8776 -0.9419 -0.6731 0.3588 0.0378 0.0714 0.0000
C 3.7714 -1.1643 -3.8353 -0.5290 -2.6649 0.3353 0.0000
C 5.0386 -2.0476 -3.4962 -2.4877 1.9066 -0.2277 0.0000
O 5.8517 -1.0022 -3.0496 2.5816 1.8483 0.6039 0.0000
C 5.1964 0.1889 -2.8043 0.2522 1.0812 0.1493 0.0000
O 5.5770 1.2829 -2.4480 0.6141 -2.5655 -0.3557 0.0000
O 3.9062 -0.0076 -3.0444 -1.2543 -0.4599 -0.9671 0.0000
H 2.8903 -1.7429 -3.5580 -0.2785 0.4689 0.2380 0.0000
H 3.6929 -1.0288 -4.9140 0.2602 0.8321 0.0539 0.0000
H 5.3175 -2.5174 -4.4394 0.7930 -0.0799 0.4657 0.0000
H 4.8721 -2.7165 -2.6519 0.0323 -0.3025 -0.2942 0.0000
C -3.6036 -5.0912 -0.5280 0.8797 -1.5874 -0.0396 0.0000
C -2.2824 -4.7562 -1.1287 0.1993 0.4807 -1.0950 0.0000
O -1.7932 -3.7412 -0.2562 1.5707 0.6121 0.2612 0.0000
C -2.7892 -3.2402 0.4950 0.4527 2.0409 2.3335 0.0000
O -2.7644 -2.2926 1.2914 0.6217 -2.4398 -2.6108 0.0000
O -3.8545 -3.9675 0.3062 -2.8420 -0.9724 -0.4144 0.0000
H -3.4607 -6.0073 0.0452 -0.3077 0.2577 0.7281 0.0000
H -4.2780 -5.4138 -1.3212 -0.8543 1.0825 0.3393 0.0000
H -2.3708 -4.3183 -2.1229 -0.0588 0.1683 -0.0789 0.0000
H -1.6450 -5.6319 -1.2513 0.3488 0.2719 0.5752 0.0000
C -0.6004 0.9477 -4.3223 -1.8542 0.0830 1.6599 0.0000
C 0.7448 1.3328 -4.7761 0.1205 0.2607 0.0358 0.0000
O 0.5327 1.4403 -6.1686 1.6133 0.3889 -1.0580 0.0000
C -0.7618 1.3312 -6.5027 -0.5694 0.1568 -2.9342 0.0000
O -1.2262 1.5599 -7.6028 1.0413 -0.3361 2.0140 0.0000
O -1.4429 0.8679 -5.4780 -0.4620 -0.4848 1.3245 0.0000
H -1.0544 1.6967 -3.6734 -0.0947 -0.2280 0.2864 0.0000
H -0.4398 0.0074 -3.7949 -1.1331 -0.1379 -0.1481 0.0000
H 1.3264 0.4943 -4.3930 1.1607 0.4079 -1.0285 0.0000
H 1.0929 2.2881 -4.3831 0.1870 -0.1378 -0.0698 0.0000
C -1.8822 3.1472 5.2684 0.9198 0.5511 2.8437 0.0000
C -1.5044 1.7887 4.8262 0.5982 -0.3477 1.6893 0.0000
O -2.1470 1.7322 3.6088 1.6309 -2.7975 -2.4904 0.0000
C -3.1189 2.5580 3.4917 -1.7616 2.0168 -1.3911 0.0000
O -3.8353 2.6054 2.4956 1.1098 0.5609 2.6031 0.0000
O -3.0787 3.3978 4.6073 -1.5774 0.2320 -1.8318 0.0000
H -1.1224 3.9266 5.2115 -0.0922 0.1802 -1.0857 0.0000
H -2.0148 3.0912 6.3489 -0.6445 0.1704 0.1026 0.0000
H -1.9800 1.0564 5.4786 0.2827 -0.2519 0.0031 0.0000
H -0.4254 1.6344 4.8167 -0.2180 -0.2647 -0.5750 0.0000
C 0.9720 -5.6118 4.2644 0.9237 1.0443 -0.8065 0.0000
C 1.2601 -4.1142 3.8963 -0.2965 -2.6008 -2.4583 0.0000
C 0.4617 -3.6980 2.6349 -1.7303 -0.6380 1.1042 0.0000
O -0.1233 -2.4660 3.1096 -0.2750 1.2701 -1.6834 0.0000
C 0.3071 -2.1130 4.3183 0.0205 1.5959 1.0542 0.0000
O 0.1715 -1.0174 4.8780 0.0641 -2.9702 -1.7446 0.0000
O 0.9239 -3.1762 4.8387 0.6220 1.0374 2.1553 0.0000
H 1.1230 -6.0805 3.2919 0.0156 -0.4393 -0.0055 0.0000
H -0.0342 -5.8733 4.5917 0.0309 0.4988 0.1621 0.0000
H 1.7397 -6.0264 4.9178 -0.2272 0.1288 0.1878 0.0000
H 2.2713 -4.0268 3.4989 0.6202 0.0318 1.1493 0.0000
H -0.3546 -4.3876 2.4202 -0.4006 -0.0119 0.4329 0.0000
H 0.9387 -3.6910 1.6549 0.6834 1.0045 0.4497 0.0000
C -0.0602 4.8083 -0.6347 -0.5865 0.8729 -0.6077 0.0052
C -1.5286 4.9627 -0.2072 3.4961 -0.9231 1.8339 0.0058
C -1.6479 5.9974 0.9338 0.3761 -2.1031 0.2902 0.0089
O -2.8573 6.5836 0.5353 -3.3195 2.5119 -0.9894 0.0426
C -3.0628 6.4333 -0.7560 1.7980 -1.7353 3.0171 0.0659
O -3.9775 7.0639 -1.3726 0.0745 0.0429 -0.2163 0.8425
O -2.2798 5.5350 -1.2332 -1.8264 1.2080 -3.1972 0.0233
H 0.1111 4.3477 -1.6076 -0.3432 -0.5712 0.2778 0.0000
H 0.5176 4.3334 0.1582 -0.0827 0.0213 -0.1089 0.0010
H 0.2530 5.8383 -0.8056 0.5441 0.0608 0.2701 0.0000
H -1.9610 4.0101 0.0991 -0.3752 0.0984 -0.2329 -0.0003
H -0.9383 6.7924 1.1628 0.3315 -0.3235 -0.6128 0.0000
H -1.8003 5.3836 1.8216 -0.2577 0.5661 0.3546 0.0047
C 1.6692 -3.4084 -1.1036 0.9196 -0.2663 0.2304 0.0000
C 1.5662 -4.9421 -1.1799 -0.7066 1.1585 -0.9523 0.0000
C 2.5301 -5.7278 -2.0545 -1.0630 -0.2570 -0.3276 0.0000
O 3.0491 -6.7225 -1.1609 1.4235 0.0933 -2.1600 0.0000
C 2.5392 -6.6070 0.0520 1.0667 -0.6233 -0.1639 0.0000
O 2.8698 -7.2877 0.9667 -0.4788 0.1295 0.4430 0.0000
O 1.6680 -5.6272 0.0362 -1.8398 1.5651 2.2833 0.0000
H 1.5341 -2.9634 -2.0895 -0.3702 -0.2344 -0.1098 0.0000
H 2.6514 -3.0384 -0.8095 0.2357 -0.2531 0.2762 0.0000
H 0.9540 -2.9434 -0.4250 -0.1466 -0.2950 -0.1448 0.0000
H 0.5730 -5.0987 -1.6006 -0.2585 -0.2742 0.3456 0.0000
H 3.2243 -5.0932 -2.6055 0.6799 -0.4009 0.5073 0.0000
H 1.8891 -6.2237 -2.7834 0.5101 -0.3040 -0.2587 0.0000
```
Forces are in eV/Å.

Calculated values
Charge: +1
HOMO-LUMO gap (alpha / beta): 0.324 / 0.106 hartree
F_max: 6.131 eV/A
Calculated total energy: -3541.85201 Ha
Spin multiplicity: 2